[1]
Below is C14H41N2O9Pd as an isolated structure in a non-equilibrium geometry, with properties calculated with ωB97M-V with the def2-TZVPD basis set.

The geometry in XYZ format:
```
67
Properties=species:S:1:pos:R:3:forces:R:3:mulliken_charge:R:1
H -2.85027 0.92945 2.83284 -0.1 -0.1 0.1 0.238
H 1.50305 -2.82364 0.27906 -0.6 -0.4 0.3 0.467
H -0.14775 -3.70205 -1.88524 0.1 -0.3 0.3 0.258
H -2.65023 -0.34381 0.45709 0.3 -0.3 0.0 -0.267
H 3.42319 -3.73694 -0.50057 0.2 0.3 0.0 0.446
C 2.83300 3.92999 0.23618 -0.9 0.8 -0.1 -0.795
H 2.57613 -2.60160 -1.65404 0.3 0.2 0.2 0.234
H -3.56671 1.86524 0.17762 -0.4 0.3 0.2 0.332
H 0.91805 5.28745 -1.04569 -0.3 -0.3 0.2 0.312
O 0.52891 -1.83649 -3.87688 -0.4 -0.7 0.4 -0.490
C -3.39923 -0.45746 1.25479 0.2 0.3 0.3 -0.063
H 1.43229 -5.00002 -3.75292 0.0 0.0 -0.1 0.311
H 4.32903 6.05781 -1.11886 0.0 0.5 -0.4 0.387
C 2.54381 -3.55581 -1.11954 -0.4 -0.5 -0.6 -0.214
H -4.33391 -0.67386 0.72660 -0.1 -0.1 0.1 0.553
C 2.77764 4.60524 -1.12726 -0.1 0.4 -0.9 0.523
Pd 0.32229 2.58571 -0.94918 0.2 -0.5 0.0 0.755
H -1.00451 -1.04424 2.72833 0.2 -0.1 0.0 0.121
C -4.97421 1.18377 2.31556 0.2 0.3 0.8 -1.556
C 1.14254 -1.22661 2.81614 -0.3 0.3 0.2 -0.529
H -3.32496 -3.08492 0.86048 -0.3 0.0 -0.2 0.325
H -5.60976 1.20319 1.42912 0.2 0.3 -0.1 0.381
H 2.84831 6.60172 -2.04104 0.3 -0.1 -0.2 0.421
H -5.43915 0.45593 2.98328 0.4 -0.3 0.0 0.353
H 2.08893 1.76094 2.08794 -0.7 0.0 -0.4 0.268
H 2.90871 6.60742 -0.26955 -0.2 0.1 -0.1 0.389
N 1.38434 4.56700 -1.60788 -1.7 0.0 0.7 -0.618
H -1.13757 -0.86440 -3.93319 -0.7 0.1 0.5 0.323
O 1.85229 -4.22570 -3.36450 -0.6 -0.2 -0.3 -0.507
H -2.12780 1.70281 0.73369 0.2 0.3 0.4 0.207
H 1.07936 -2.23296 3.22922 -0.2 0.2 0.4 0.502
H 2.10443 -5.52248 -1.73181 -0.1 -0.1 -0.3 0.302
H -2.50634 -2.21798 -2.34263 -0.1 -0.4 -0.1 0.415
H 3.57184 -4.86525 -2.46211 0.0 0.0 0.0 0.387
H 1.12447 -0.74650 0.90639 -0.1 0.4 -0.1 0.171
O 1.37151 -3.60431 -0.28814 0.7 0.3 -0.8 -0.506
C -3.50814 0.91663 1.96600 -0.7 -0.5 -0.8 0.457
C -0.14613 -0.46263 3.08225 -0.8 -1.0 -0.2 -0.182
H -1.37979 -2.46003 -4.50049 0.1 -0.4 0.1 0.305
C 2.53319 -4.63202 -2.20397 0.7 -0.2 1.3 -0.736
H 2.74323 0.70110 0.79773 -0.3 0.2 -0.4 0.141
H 2.22835 4.47252 0.96949 0.3 0.5 0.0 0.276
H -5.02895 2.12370 2.86628 -0.2 0.2 -0.3 0.372
O 1.41382 -1.48224 1.44484 0.3 0.3 -0.2 -0.693
O -3.05622 -1.49403 2.14931 -0.6 0.4 -0.2 -0.320
H 3.63828 2.03719 1.50151 0.2 -0.1 -0.5 0.411
H 3.87181 3.93069 0.56151 0.0 -0.6 0.1 0.375
H -0.57135 -0.02699 -0.43926 -0.2 0.4 -0.5 -0.033
H -3.17819 -3.43762 2.54267 -0.5 -0.1 0.2 0.250
H -1.04066 -1.77555 -1.52346 0.2 0.2 0.0 -0.409
H 1.28692 5.01758 -2.51575 0.3 -0.6 -0.4 0.266
N -3.05340 1.99237 1.05256 0.2 -0.6 -0.5 -0.678
H -4.74425 -2.71235 1.91939 0.0 -0.1 0.1 0.314
H -0.22544 -0.45423 4.17171 -0.1 0.5 0.0 0.443
H 0.90809 -2.71614 -4.06840 -0.2 0.4 0.5 0.327
O -1.08219 -3.73033 -2.12950 -0.4 0.4 -0.1 -0.570
O -0.08435 0.77655 -0.18531 0.5 0.8 -0.4 -0.211
O -0.27500 0.86153 2.55588 0.8 -0.1 -0.5 -0.485
H -0.22586 0.82447 1.56685 -0.1 -0.1 1.2 0.229
C -1.42692 -2.37565 -2.35893 0.6 -0.1 0.1 0.519
C 3.24077 6.08531 -1.16985 0.4 -1.2 1.2 -1.451
H 3.34826 4.02081 -1.85234 0.1 -0.1 0.2 0.320
C -3.65756 -2.75095 1.84677 1.2 0.1 -0.1 -0.827
H 1.94111 -0.68746 3.33776 0.4 -0.1 -0.4 0.208
O 2.18824 2.64218 0.16917 1.1 0.0 -0.4 -0.184
C -0.89925 -1.90475 -3.69094 0.7 1.1 -1.3 -0.626
C 2.64990 1.72364 1.15326 1.0 -0.1 1.5 -0.647
```
Positions in Å, forces in eV/Å.

Properties
* charge: +1
* 2S+1: 3
* HOMO level (alpha / beta): -0.430 / -0.430 Eh
* E_LUMO (alpha / beta): -3.596 / -7.090 eV
* ⟨S²⟩: 2.01

[2]
Below is C36H34Cl3N8O3S4SbTi as an isolated structure, with properties calculated with ωB97M-V with the def2-TZVPD basis set.

The geometry in XYZ format:
```
90
Properties=species:S:1:pos:R:3:forces:R:3:mulliken_charge:R:1
N 1.15947 4.46468 0.97595 0.0 0.0 0.0 0.077
H -3.05327 -2.51923 -3.15388 0.0 0.0 0.0 0.447
N -0.25126 4.00422 2.91074 0.0 0.0 0.0 0.036
Cl 3.17374 2.00234 -2.87638 0.0 0.0 0.0 -0.237
H -1.57764 -6.21210 -4.07281 0.0 0.0 0.0 0.347
Cl 8.04352 0.39007 -1.20523 0.0 0.0 0.0 -0.273
S 1.57093 -2.31347 -1.40286 0.0 0.0 -0.2 -0.802
C 6.30489 0.41851 -1.01051 0.0 0.0 0.0 0.481
H -5.54740 -0.28084 3.50408 0.0 0.0 0.0 0.443
N -6.69518 -0.25600 6.79321 0.0 0.0 0.0 -0.569
H -3.58497 -0.62689 -2.11859 0.0 0.0 0.0 0.458
O -1.98880 -4.31975 -3.31866 0.0 0.0 0.0 -0.442
C -2.28966 -1.10522 3.86601 -0.1 0.0 0.0 0.425
C -2.83193 1.16523 -3.93383 0.0 0.1 0.0 -0.514
C 0.68402 -2.16912 2.21387 0.0 0.0 0.0 -1.298
C -0.65898 2.57785 -3.01775 0.0 0.1 0.0 0.146
C -2.24073 -1.24105 5.24911 0.1 0.0 0.0 -0.581
H 0.76564 3.13600 4.52016 0.0 0.0 0.0 0.346
C -0.56309 2.69557 2.31371 0.0 0.0 0.1 -0.733
C 1.72007 2.05785 2.33114 0.0 0.0 0.0 -0.455
C -4.61553 -0.54164 3.98726 -0.1 0.0 0.0 -0.865
H 1.53426 1.33303 3.12905 0.0 0.0 0.0 0.036
H 0.31444 5.90327 2.23915 0.0 0.0 0.0 0.345
H -1.44914 0.13290 1.54386 0.0 0.0 0.0 0.761
H -0.57258 -0.29482 -4.66715 0.0 0.0 0.0 0.432
N 2.10234 3.34871 2.92857 0.0 0.0 0.0 0.040
C -2.52931 -0.73568 -2.37822 0.0 0.0 -0.1 -0.937
H 1.60188 -1.16752 -5.41478 0.0 0.0 0.0 0.359
H -3.35007 -1.13085 7.07705 0.0 0.0 0.0 0.424
H 3.16125 3.91816 1.21756 0.0 0.0 0.0 0.357
C 0.96913 3.84137 3.71015 0.0 0.0 0.0 -0.748
H -1.45773 2.79405 1.69236 0.0 0.0 0.0 0.199
H -0.80969 -5.84917 -2.51611 0.0 0.0 0.0 0.012
C -5.75313 -0.44051 6.16012 0.0 0.0 0.0 0.074
H -0.77330 1.99285 3.12735 0.0 0.0 0.0 0.195
H 2.12755 -3.58091 -5.13786 0.0 0.0 0.0 0.347
C 3.50124 0.46210 -0.68858 0.0 0.0 -0.2 -1.758
C 5.52976 1.11850 -1.91678 0.0 0.0 0.0 -0.860
O 2.21066 0.53506 -0.57949 0.1 0.0 0.7 1.620
C 0.22420 -4.04988 -4.28383 0.0 0.0 0.0 -0.546
O -0.26102 0.94004 -1.38384 0.5 0.0 -0.4 0.374
C 4.35109 -0.22580 0.20021 0.0 0.1 0.0 1.087
H -0.09522 3.23926 -0.19130 0.0 0.0 0.0 0.199
H 1.23247 4.80903 4.14700 0.0 0.0 0.0 0.358
S 2.29205 -5.30059 1.89197 -0.1 0.0 -0.1 -0.727
N 0.24365 -1.13755 1.40502 0.0 0.0 0.1 0.941
H -3.51398 -0.71911 2.14853 0.0 0.0 0.0 0.578
H 1.60374 2.76291 -0.19344 0.0 0.0 0.0 -0.669
H 2.61749 5.26091 2.24995 0.0 0.0 0.0 0.348
C -3.37929 -1.03051 6.00049 -0.1 0.0 0.1 -0.853
C 0.79633 3.14535 0.42863 0.0 0.0 0.0 -0.156
C 0.05654 4.92946 1.81210 0.0 0.0 0.0 -0.672
H 2.54015 1.68714 1.71733 0.0 0.0 0.0 -0.096
C 0.87187 -1.84566 -4.99035 0.0 0.0 0.0 -0.910
C -0.15055 -2.28596 3.27188 0.0 0.0 0.0 -0.838
C 4.15976 1.13130 -1.74348 0.0 0.0 0.0 0.701
C -4.57260 -0.67099 5.37533 0.1 0.0 -0.1 0.552
H -3.10795 2.75716 -5.35024 0.0 0.0 0.0 0.356
C -0.98689 1.35731 -2.40258 -0.2 -0.3 0.1 0.505
Ti 0.60648 -0.62340 -0.64454 -0.2 0.1 -0.3 0.336
H -1.12607 4.02027 -4.52574 0.0 0.0 0.0 0.398
Sb 0.89289 -5.26984 0.06378 0.1 -0.1 0.2 0.550
C -1.28788 -2.18037 -3.95790 0.0 0.1 0.0 -0.531
S 1.57082 -6.86822 -1.41010 0.0 0.0 0.0 -0.728
H -1.30364 -1.49771 5.72461 0.0 0.0 0.0 0.504
C -1.40857 3.08049 -4.06384 0.0 0.0 0.0 -0.852
N 0.52689 2.17692 1.49828 -0.1 0.0 0.0 0.917
C -0.99442 -3.55017 -3.85554 0.0 0.0 0.0 1.311
C -1.70773 -5.69211 -3.11655 0.0 0.0 0.0 -0.589
S -1.77998 -1.42418 -0.85175 -0.1 0.1 0.2 -0.297
Cl 3.65743 -1.04454 1.55548 0.0 0.0 0.0 -0.158
C 5.72678 -0.25445 0.04749 0.0 0.0 0.0 -0.866
H 0.21871 3.09722 -2.65178 0.0 0.0 0.0 0.413
H 0.48302 -5.08777 -4.12517 0.0 0.0 0.0 0.314
C -0.35029 -1.34653 -4.55252 0.0 0.0 0.0 0.114
H -2.56981 -6.10408 -2.59577 0.0 0.0 0.0 0.224
C -0.84568 -0.65770 1.95132 0.1 0.0 0.1 -1.157
H 1.52057 -2.80407 1.96034 0.0 0.0 0.0 0.515
H -0.83421 5.04328 1.19001 0.0 0.0 0.0 0.334
N -2.53994 -1.71252 -3.48777 0.0 0.0 0.1 -0.256
H -0.18536 -3.00431 4.07030 0.0 0.0 0.0 0.598
C 2.33660 4.29102 1.82826 0.0 0.0 0.0 -0.643
C -2.08826 0.62864 -2.88585 0.0 0.0 0.0 -0.492
C 1.16158 -3.18877 -4.84621 0.0 0.0 0.0 -0.595
H 5.97858 1.64261 -2.74810 0.0 0.0 0.0 0.438
H -3.66332 0.57994 -4.31146 0.0 0.0 0.0 0.359
C -3.48237 -0.76840 3.23106 0.0 0.0 0.0 -0.153
H 6.33261 -0.80610 0.75179 0.0 0.0 0.0 0.460
C -2.51444 2.37667 -4.52772 0.0 0.0 0.0 -0.777
N -1.13424 -1.31324 3.09522 0.0 0.0 0.0 0.441
```
Positions in Å, forces in eV/Å.

Properties
* charge: -2
* HOMO level: -0.073 Eh
* E_LUMO: 3.093 eV

[3]
Below is CH13O8V as an isolated structure in a non-equilibrium geometry, with properties calculated with ωB97M-V with the def2-TZVPD basis set.

The geometry in XYZ format:
```
23
Properties=species:S:1:pos:R:3:forces:R:3:mulliken_charge:R:1
H 2.13121 -2.61652 -1.13118 0.1 0.2 0.0 0.310
O 1.75214 -3.49415 -1.08311 0.0 -0.2 -0.2 -0.612
O 1.34180 1.56836 -4.21479 0.2 0.2 -0.2 -0.656
C 0.62726 0.60552 -0.91090 0.1 -1.4 0.2 -0.618
H 1.36008 -0.20046 -0.94932 0.3 -0.2 -0.5 0.312
O -0.54008 2.16521 2.10217 -0.4 -0.1 0.7 -0.756
O -1.62532 -2.63554 -0.30374 -0.9 0.9 1.0 -0.576
O -2.74672 0.25638 2.38995 -0.2 -1.2 -0.7 -0.595
H 1.48056 -3.58859 -0.17012 -0.1 0.0 0.2 0.296
H 1.59361 0.14636 1.38705 -0.2 0.0 -0.3 0.358
O 1.99543 -0.16587 2.19779 0.3 0.0 0.1 -0.639
V -2.09694 -1.31239 0.42809 1.3 3.6 -3.1 1.515
H 0.98267 1.49352 -3.33067 0.0 0.1 0.1 0.402
H -2.91233 0.40447 3.32101 0.0 -0.2 0.3 0.295
O -0.42774 0.19077 -0.09250 -2.1 -0.8 1.6 -0.598
H 1.20714 1.44243 -0.52178 -0.3 0.5 0.4 0.389
H -0.15505 1.77838 1.31582 0.1 -0.5 -0.6 0.341
H -2.05323 0.87762 2.16777 0.9 0.8 -0.1 0.488
O -3.29579 -0.62791 -0.38923 1.7 -1.8 1.2 -0.495
H 0.34323 0.88257 -1.92611 -0.4 -0.2 0.1 -0.105
H 1.31147 -0.68573 2.61990 -0.1 -0.1 0.1 0.293
H 0.98780 0.81191 -4.68244 -0.1 -0.2 -0.2 0.328
H -1.26123 2.70370 1.77629 0.0 0.5 -0.2 0.322
```
Positions in Å, forces in eV/Å.

Properties
* charge: 0
* HOMO level: -0.364 Eh
* E_LUMO: -2.291 eV

Across the entries above, energy takes the values -1472.136514; -6119.319594; -1591.737805 a.u., respectively.
Across the entries above, energy relative to the best compared isomer or geometry (same formula, charge and spin) takes the values 1.832; 0.317; 2.601 eV, respectively.